# 1
Density functional theory data (ωB97M-V/def2-TZVPD) for C4H6O2Sr as an isolated structure.

HOMO, eV: -17.494
Total charge: +2
Orbital gap, eV: 8.83

XYZ file:
```
13
C4H6O2Sr ωB97M-V/def2-TZVPD
H -1.01 0.83 0.90
O -0.51 -1.15 2.39
C 0.01 -0.38 1.51
C -0.77 -0.21 0.30
C -0.47 0.27 -1.12
C 0.82 0.93 -1.45
O 1.81 0.93 -0.72
Sr 2.50 -0.36 0.88
H 0.12 -1.80 2.73
H -1.48 -1.04 0.22
H -1.26 0.97 -1.42
H -0.58 -0.55 -1.85
H 0.83 1.55 -2.36
```

Atomic partial charges in e from the Mulliken method, atoms 1 to 5: 0.23 -0.25 -0.92 0.21 -0.62



# 2
Density functional theory data (ωB97M-V/def2-TZVPD) for a 2-piece molecular cluster, C16H29BF4N2O7P overall.

HOMO, eV: -11.077
Total charge: +1
Orbital gap, eV: 7.24

XYZ file:
```
60
C16H29BF4N2O7P ωB97M-V/def2-TZVPD
C -1.44 3.42 -0.27
C -0.15 3.10 -0.67
C 0.36 1.72 -0.98
N 1.16 0.99 0.10
O 2.03 1.72 0.91
B 3.17 2.31 0.27
O 3.10 3.16 -0.79
O 4.38 2.02 0.83
C 0.08 0.56 1.11
C -0.18 -0.95 1.03
P -1.89 -1.46 1.56
C -2.73 -2.34 0.19
O -1.63 -2.65 2.69
C 0.47 -1.38 -0.33
N -0.41 -1.45 -1.47
C 1.07 -2.79 -0.04
C 1.35 -3.66 -1.29
C 1.65 -0.36 -0.38
C 2.47 -0.39 -1.68
C 3.89 -0.93 -1.36
C 4.64 -1.19 -2.65
F 4.42 -0.24 -3.58
F 5.96 -1.26 -2.42
F 4.25 -2.37 -3.19
H -1.76 3.24 0.76
H -2.22 3.81 -0.92
H 0.54 3.92 -0.83
H -0.50 1.10 -1.19
H 0.90 1.81 -1.91
H 2.86 2.75 -1.63
H 4.54 2.60 1.58
H -0.76 1.24 1.23
H 0.59 0.65 2.06
H 0.47 -1.42 1.76
H -3.16 -1.57 -0.46
H -2.11 -2.97 -0.43
H -3.57 -2.86 0.63
H -1.10 -3.35 2.30
H -1.25 -0.91 -1.34
H 0.01 -1.09 -2.32
H 1.91 -2.74 0.64
H 0.28 -3.30 0.51
H 2.20 -4.30 -1.07
H 1.59 -3.10 -2.18
H 0.50 -4.32 -1.46
H 2.33 -0.70 0.40
H 2.64 0.61 -2.05
H 2.06 -1.04 -2.44
H 3.76 -1.90 -0.89
H 4.42 -0.23 -0.72
C -5.75 2.61 2.17
C -5.24 1.57 3.14
O -4.60 0.64 2.28
C -4.17 1.33 1.20
O -3.38 0.93 0.41
O -4.76 2.55 1.14
F -6.25 0.95 3.79
H -6.72 2.34 1.76
H -5.81 3.60 2.60
H -4.52 1.94 3.88
```

Atomic partial charges in e from the Mulliken method, atoms 1 to 5: -0.76 -0.88 -0.34 1.02 -0.52



The highest total charge belongs to which entry?
C4H6O2Sr



What is the total charge in the first record?
+2



Among the records above, which one has the lowest HOMO?
C4H6O2Sr



Which formula does entry 1 have?
C4H6O2Sr